Entry 1:
ORCA calculation (ωB97M-V with the def2-TZVPD basis set) on a structure of composition C19H27IrN2O2S5.

HOMO energy (spin up / spin down) = -16.23 / -16.22 eV
⟨S²⟩ = 0.76

```
! RIJCOSX wB97M-V def2-TZVPD def2/J DEFGRID3
* xyz 3 2
Ir -0.265 -0.279 -0.124
C -3.441 1.330 -0.111
C -3.799 -0.114 0.173
S -2.499 -1.115 -0.595
C -2.611 -2.668 0.313
C -1.421 -3.477 -0.151
S 0.148 -2.560 -0.014
C 0.618 -2.847 1.728
C -0.161 -2.057 2.765
S -0.062 -0.292 2.339
C -1.642 0.399 2.894
C -1.831 1.735 2.194
S -1.747 1.738 0.369
H -4.121 2.026 0.382
H -3.473 1.549 -1.180
H -4.743 -0.383 -0.304
H -3.869 -0.341 1.234
H -3.545 -3.159 0.031
H -2.621 -2.480 1.384
H -1.501 -3.731 -1.209
H -1.296 -4.407 0.404
H 1.683 -2.622 1.766
H 0.518 -3.924 1.880
H 0.294 -2.205 3.745
H -1.203 -2.361 2.830
H -1.603 0.553 3.973
H -2.436 -0.313 2.676
H -1.051 2.434 2.496
H -2.789 2.182 2.467
S 1.108 -0.647 -4.364
C -0.557 -0.350 -4.444
C -1.140 -0.158 -3.220
C -0.197 -0.231 -2.168
C 1.070 -0.510 -2.655
C 2.164 -0.579 -1.737
C 3.511 -0.743 -2.072
C 4.465 -0.771 -1.083
C 4.075 -0.603 0.250
C 2.745 -0.431 0.530
N 1.799 -0.438 -0.435
H -1.042 -0.317 -5.409
H -2.186 0.096 -3.130
H 3.783 -0.849 -3.114
H 5.508 -0.911 -1.334
H 4.797 -0.602 1.054
H 2.410 -0.253 1.541
N 2.593 3.948 0.509
C 1.748 3.947 -0.742
C 0.849 2.706 -0.813
O 0.182 2.571 -1.810
O 0.894 1.915 0.221
H 3.592 3.940 0.301
H 2.350 3.091 1.028
H 2.412 4.758 1.103
H 2.400 3.966 -1.611
H 1.131 4.842 -0.754
*
```

=====

Entry 2:
ORCA calculation (ωB97M-V with the def2-TZVPD basis set) on an isolated molecule of C10H19OP at a distorted geometry.

HOMO energy (spin up / spin down) = -4.70 / -9.10 eV
⟨S²⟩ = 2.01

```
! RIJCOSX wB97M-V def2-TZVPD def2/J DEFGRID3
* xyz 0 3
C 1.165 1.009 0.499
C 0.520 0.136 -0.189
C 2.684 0.953 0.689
C 1.134 -0.899 -1.046
C 3.287 -0.278 0.108
C 2.666 -0.643 -1.200
C -2.322 -2.715 -0.212
C -1.817 2.886 0.296
C -1.919 -1.513 0.606
C -2.200 1.444 0.791
O -2.132 0.005 -1.589
P -1.517 0.119 -0.287
H 0.669 1.786 1.212
H 2.939 1.891 0.210
H 2.904 0.963 1.801
H 0.799 -1.964 -0.701
H 0.672 -0.785 -2.071
H 4.350 -0.114 -0.229
H 3.214 -1.033 0.970
H 3.160 -1.544 -1.559
H 3.016 0.156 -1.988
H -2.463 -2.275 -1.183
H -1.518 -3.447 -0.449
H -3.072 -3.331 0.256
H -2.015 2.932 -0.793
H -2.254 3.748 0.830
H -0.795 3.008 0.247
H -1.192 -1.861 1.384
H -2.840 -1.202 1.094
H -3.277 1.200 0.753
H -1.846 1.368 1.753
*
```